Record 1
The following is a quantum chemistry calculation of a cluster of 11 separate species, C27H76O21S11 in total, from the Open Molecules 2025 dataset.

Last column: Löwdin charge in e.
Positions of all 135 atoms, in Å:
S 2.31 -5.44 4.29  0.683
S -3.39 5.30 -0.09  0.684
S -0.01 -3.79 -1.69  0.861
S 3.74 2.92 -2.07  0.648
S 1.08 -0.25 0.32  0.901
S -4.41 1.05 -1.48  0.878
S -4.26 -3.06 1.54  0.721
S -2.53 2.26 3.40  0.842
S 1.58 1.57 5.89  0.832
S -0.71 3.09 -5.29  0.858
S 4.22 -2.24 -3.78  0.673
O -3.51 4.90 1.31  -0.317
O 5.24 -1.13 -3.05  -0.310
O 3.01 4.41 -2.21  -0.288
O -1.30 -3.23 -2.29  -0.597
O 3.07 1.56 6.24  -0.598
O 1.82 -4.58 3.00  -0.277
O -4.18 -4.74 1.68  -0.281
O -4.21 0.55 -0.04  -0.592
O -4.60 5.40 -0.94  -0.315
O 5.14 3.17 -2.39  -0.302
O -5.53 -2.62 2.17  -0.315
O -0.25 1.99 -4.30  -0.592
O -1.27 1.80 4.15  -0.612
O -2.97 -2.59 2.10  -0.318
O 5.03 -3.22 -4.49  -0.299
O 3.13 -1.56 -4.42  -0.296
O -2.18 4.41 -0.85  -0.303
O 1.77 -6.80 4.19  -0.316
O 3.74 -5.18 4.54  -0.314
O 3.36 2.20 -0.89  -0.289
O 1.57 -1.68 0.19  -0.600
C 4.20 6.40 -2.86  -0.065
C 0.97 -0.19 5.92  -0.250
C 0.18 3.92 -0.98  -0.043
C -0.38 -0.46 1.40  -0.232
C -1.08 3.88 -0.03  -0.213
C 3.77 5.49 -1.69  -0.288
C 2.90 2.11 -3.47  -0.087
C 6.59 -1.43 -2.65  -0.261
C -5.93 0.19 -2.07  -0.247
C 7.08 -0.21 -1.84  -0.054
C -6.48 -5.68 2.07  -0.075
C 2.58 -3.44 2.59  -0.263
C 3.53 -3.79 1.41  -0.057
C 3.61 -2.89 -2.10  -0.089
C -0.39 -4.16 0.07  -0.227
C -2.61 6.97 -0.23  -0.106
C -3.64 3.00 4.73  -0.223
C -0.01 -5.56 -2.45  -0.201
C -5.30 -5.51 1.14  -0.263
C 0.61 2.16 7.37  -0.244
C -3.46 0.71 3.11  -0.251
C 1.28 -4.65 5.68  -0.089
C -4.29 -2.86 -0.31  -0.093
C 0.01 2.54 -6.87  -0.254
C 0.11 0.03 -1.26  -0.209
C -3.20 0.19 -2.61  -0.219
C 0.34 4.60 -5.08  -0.233
H 1.09 3.04 7.79  0.045
H 1.79 -2.82 2.16  0.077
H -0.61 0.84 -1.09  0.033
H 6.58 -0.01 -0.89  0.079
H 1.39 4.32 -5.13  0.041
H -3.05 0.31 2.18  0.000
H 1.10 2.62 -6.78  0.047
H -3.37 0.09 4.00  0.064
H -2.25 0.07 -2.09  0.014
H 0.57 -4.38 0.54  0.031
H 0.61 -5.33 -3.32  0.019
H 4.00 -2.88 1.04  0.074
H -7.32 -6.09 1.52  0.079
H -6.27 -6.42 2.85  0.079
H -0.40 2.36 7.01  0.034
H -4.68 3.03 4.40  0.045
H -3.53 -0.73 -3.10  0.057
H -5.48 -5.18 0.12  0.102
H -0.93 4.43 0.90  0.110
H -0.34 -0.94 -1.45  0.020
H -4.53 0.92 2.99  0.058
H 0.43 -6.39 -1.90  0.049
H -5.29 -2.97 -0.73  0.062
H -0.11 -0.08 5.94  0.033
H -1.41 2.91 0.32  0.093
H 0.46 4.92 -1.33  0.067
H -0.05 -0.86 2.36  0.058
H 2.85 2.72 -4.37  0.059
H -6.82 -4.77 2.56  0.067
H 3.06 -2.84 3.37  0.124
H 4.67 5.32 -1.11  0.120
H -0.93 -3.31 0.47  0.021
H -0.02 3.39 -1.91  0.055
H 1.26 -0.74 5.03  0.032
H 4.27 -4.52 1.73  0.079
H -2.16 7.04 -1.22  0.060
H 1.87 1.91 -3.16  0.024
H -5.96 0.41 -3.14  0.050
H 1.74 -3.70 5.94  0.050
H -3.29 4.01 4.95  0.042
H 1.07 -5.26 6.56  0.063
H 0.05 5.19 -5.95  0.049
H -0.18 3.28 -7.65  0.048
H -3.43 7.67 -0.09  0.064
H 0.70 1.44 8.18  0.045
H -0.31 1.54 -7.17  0.059
H 3.20 -2.09 -1.48  0.046
H -3.08 0.90 -3.42  0.036
H 4.79 5.81 -3.55  0.077
H 3.10 6.00 -1.00  0.116
H -4.00 -1.82 -0.46  0.025
H 6.98 0.72 -2.40  0.070
H 3.42 6.92 -3.41  0.069
H -1.77 7.10 0.45  0.064
H -6.76 0.46 -1.43  0.056
H 3.37 1.14 -3.61  0.059
H 1.32 -0.66 6.84  0.047
H -3.52 -3.41 -0.86  0.056
H -0.96 -5.74 -2.95  0.043
H 4.44 -3.51 -1.77  0.062
H -1.05 -1.19 0.95  0.032
H -0.01 5.07 -4.16  0.044
H 4.79 7.22 -2.46  0.076
H 0.68 0.29 -2.15  0.043
H -1.05 -5.01 0.18  0.059
H -3.62 2.34 5.60  0.047
H -0.94 0.46 1.54  0.026
H 7.18 -1.54 -3.55  0.112
H 6.71 -2.41 -2.19  0.113
H 2.93 -4.14 0.56  0.056
H -4.91 -6.52 0.99  0.117
H 0.31 -4.52 5.21  0.054
H 2.84 -3.58 -2.44  0.026
H 1.01 3.53 -0.39  0.072
H 8.15 -0.32 -1.65  0.076
H -5.84 -0.89 -2.02  0.032

Record 2
The following is a quantum chemistry calculation of a cluster of 2 separate species, C6H10N2O3S in total, from the Open Molecules 2025 dataset.

Last column: Löwdin charge in e.
Positions of all 22 atoms, in Å:
S 2.35 0.59 -1.61  0.952
O -3.39 -1.63 -0.88  -0.073
O 4.09 -0.92 0.02  0.156
O 2.45 -2.58 0.43  0.166
N 2.69 0.81 1.03  0.118
N -0.81 -0.34 -0.26  0.005
C -2.07 -0.01 0.38  -0.273
C 1.64 2.02 -0.74  -0.431
C 2.87 -0.10 0.00  -0.625
C 2.08 1.85 0.68  -0.174
C 2.95 -1.53 0.23  -0.486
C -3.07 -1.18 0.42  -0.276
H 1.86 2.61 1.41  0.119
H -0.32 -1.04 0.28  0.075
H -1.87 0.33 1.40  0.110
H 1.99 2.95 -1.18  0.076
H -3.86 -0.93 -1.34  0.088
H -1.00 -0.76 -1.17  0.075
H 0.55 1.95 -0.81  0.060
H -2.62 -2.04 0.92  0.118
H -3.98 -0.88 0.96  0.112
H -2.52 0.82 -0.18  0.108

Output
SMILES: O=C1O[C@]12N=CCS2.NCCO

Record 3
The following is a quantum chemistry calculation of a cluster of 8 separate species, C57H58F8N3O2 in total, from the Open Molecules 2025 dataset.

Last column: Löwdin charge in e.
Positions of all 128 atoms, in Å:
F 5.48 2.70 -0.32  0.090
F -4.57 0.83 -0.03  0.018
F 8.49 7.64 -4.72  0.070
F -1.31 0.12 2.19  0.036
F 2.57 -4.06 -1.86  0.057
F -3.76 -2.70 -0.69  0.072
F -2.67 -3.55 -6.58  0.057
F -1.42 -6.34 4.26  0.047
O 7.06 1.61 0.75  0.212
O 3.98 -0.03 -1.23  0.138
N 0.49 2.05 -0.85  0.167
N 1.65 1.45 -0.85  0.079
N 5.01 0.55 0.74  0.185
C -1.29 3.31 0.37  -0.126
C -3.46 5.14 5.37  -0.253
C -7.21 -1.59 -0.60  -0.075
C -1.02 -3.22 -2.99  -0.069
C 4.10 -4.75 -3.51  -0.011
C 0.90 -3.01 -8.52  -0.097
C -2.59 -2.52 -1.33  -0.275
C -2.43 2.56 1.16  -0.185
C -0.74 -1.08 2.43  -0.286
C -6.26 -0.81 0.06  -0.024
C -2.22 -3.40 -2.33  0.004
C -1.31 -5.85 8.33  -0.093
C -5.49 0.07 -0.67  -0.286
C -0.81 -7.02 7.76  -0.077
C 3.88 0.54 -0.17  -0.317
C -1.14 -4.26 -8.21  -0.015
C -1.76 5.10 3.31  -0.222
C 0.85 2.45 1.61  0.125
C 6.37 6.16 -2.19  -0.084
C -1.53 -2.18 2.69  -0.003
C 0.07 -4.07 -8.88  -0.078
C 6.59 4.81 -2.43  -0.103
C 0.64 -1.18 2.40  -0.026
C 7.87 6.71 -3.97  -0.286
C 2.54 1.26 0.14  -0.050
C -1.38 -6.18 5.59  -0.286
C -0.19 -2.16 -2.64  -0.097
C -1.85 -4.85 7.53  -0.080
C 4.56 -2.83 -2.14  -0.035
C 7.46 4.41 -3.44  -0.081
C -3.78 3.39 0.98  -0.187
C 8.10 5.37 -4.22  -0.013
C -2.01 5.46 4.84  -0.224
C -1.50 -3.37 -7.21  -0.294
C 6.14 -3.51 -3.82  -0.090
C -4.06 4.44 2.12  -0.193
C -0.69 -2.31 -6.86  -0.030
C -6.58 -0.59 -2.70  -0.074
C 0.45 -3.52 2.92  -0.067
C -1.78 -1.46 -0.97  -0.013
C 5.93 1.63 0.43  -0.456
C 5.76 -2.64 -2.80  -0.082
C 0.07 2.55 0.32  -0.151
C -3.36 5.10 6.97  -0.119
C 3.74 -3.88 -2.50  -0.285
C 5.30 -4.57 -4.18  -0.072
C 2.17 1.75 1.50  0.073
C 0.52 -2.14 -7.51  -0.087
C -5.64 0.19 -2.04  -0.018
C -7.36 -1.48 -1.97  -0.086
C -2.93 5.52 2.33  -0.197
C -0.85 -7.19 6.38  -0.016
C -0.93 -3.41 2.93  -0.062
C 1.24 -2.41 2.65  -0.070
C -1.88 -5.02 6.15  -0.024
C -0.57 -1.28 -1.63  -0.084
C 7.01 7.12 -2.96  -0.014
H 7.64 3.36 -3.63  0.104
H -1.67 6.52 5.07  0.120
H -0.39 -7.79 8.39  0.108
H -2.54 4.35 7.19  0.072
H -0.85 5.70 2.99  0.109
H -2.61 -2.07 2.71  0.125
H -2.62 1.56 0.66  0.087
H 8.77 5.08 -5.02  0.119
H 0.76 -2.02 -3.15  0.098
H -2.18 2.32 2.23  0.099
H 5.69 6.47 -1.40  0.103
H -5.02 0.90 -2.59  0.117
H -1.65 3.39 -0.70  0.132
H -1.31 4.80 5.44  0.102
H 5.59 -5.24 -4.98  0.110
H -0.72 -3.90 -3.78  0.110
H -4.16 5.94 5.01  0.108
H -2.88 -4.23 -2.59  0.124
H -0.48 -8.09 5.92  0.119
H 4.25 -2.16 -1.35  0.075
H -3.74 3.89 -0.04  0.121
H 0.48 2.89 2.57  0.130
H -4.99 5.01 1.80  0.119
H 1.94 1.06 -1.76  0.193
H 0.08 -0.46 -1.35  0.062
H 5.55 -0.30 0.51  0.166
H 0.36 -4.75 -9.67  0.107
H -6.12 -0.89 1.13  0.118
H 6.86 8.17 -2.78  0.119
H -4.35 3.88 3.04  0.098
H 0.92 -4.48 3.11  0.111
H 7.08 -3.37 -4.34  0.105
H -7.82 -2.28 -0.03  0.109
H -4.62 2.66 0.93  0.096
H 1.84 -2.87 -9.04  0.102
H 6.09 4.06 -1.83  0.067
H -3.40 6.46 2.77  0.114
H 1.17 -1.31 -7.24  0.102
H 1.24 -0.30 2.19  0.067
H 3.44 -5.57 -3.77  0.121
H -2.29 -4.24 5.51  0.104
H 6.42 -1.83 -2.52  0.102
H 2.32 -2.50 2.65  0.105
H -6.70 -0.51 -3.77  0.108
H -8.10 -2.09 -2.48  0.105
H -2.24 -3.95 7.98  0.106
H 2.85 1.64 2.37  0.135
H -1.09 4.35 0.72  0.111
H -4.31 4.63 7.33  0.072
H -1.28 -5.73 9.41  0.104
H -2.55 5.83 1.31  0.106
H -1.00 -1.64 -6.08  0.112
H -1.55 -4.28 3.13  0.094
H -1.46 4.02 3.26  0.072
H -3.76 4.10 5.07  0.099
H -2.10 -0.78 -0.19  0.097
H -1.79 -5.08 -8.47  0.119
H -3.16 6.10 7.42  0.076

Output
Charge: +1

Calculated LUMO level (eV), listed in the same order as above: 0.0 0.5 -5.5
Calculated energy relative to the best compared isomer or geometry (same formula, charge and spin) (kcal/mol), listed in the same order as above: 59.4 29.2 41.2